Entry a
Density functional theory data (wB97M-V/def2-TZVPD) for a molecular structure, C3H5N2O2.

```
12
Properties=species:S:1:pos:R:3:lowdin_charge:R:1
C 0.054 -0.841 0.664 -0.032
C 0.972 -1.733 1.402 -0.174
C -0.334 -1.139 -1.979 -0.267
N -0.948 -0.509 -2.723 0.355
N -0.628 0.107 0.781 0.314
O 2.143 -1.569 1.412 0.212
O 0.164 -1.652 -1.024 0.137
H 0.221 -2.342 1.982 0.173
H -1.809 1.333 2.077 0.006
H -1.785 1.629 2.730 0.065
H -1.222 -0.409 -3.611 0.085
H -1.149 0.777 0.242 0.126
```

As for the molecular weight: 101.1 g/mol. Its orbital gap is 10.2 eV. The HOMO energy comes out at -0.588 Ha. The total charge is +1.

=====

Entry b
Density functional theory data (wB97M-V/def2-TZVPD) for 2 unconnected molecules or ions with the total composition C3H5N2O2.

```
12
Properties=species:S:1:pos:R:3:lowdin_charge:R:1
C -2.690 3.529 -2.068 0.347
C -2.021 1.839 -0.568 -0.088
C 1.769 -1.738 0.781 -0.088
N -2.559 2.853 -1.045 0.167
N -0.195 -0.978 -0.229 0.066
O -1.988 0.977 0.200 0.313
O 0.394 -1.941 0.459 -0.197
H -3.386 4.321 -2.309 0.122
H 2.276 -2.747 0.863 0.101
H 1.806 -1.393 1.908 0.121
H 2.431 -1.075 0.143 0.103
H -1.152 -1.181 -0.426 0.033
```

As for the molecular weight: 101.1 g/mol. Its orbital gap (alpha / beta) is 6.2 / 3.8 eV. The HOMO energy (alpha / beta) comes out at -0.498 / -0.428 Ha. The total charge is +1.

=====

Entry c
Density functional theory data (wB97M-V/def2-TZVPD) for a gas-phase ion, C3H5N2O2 (charge +1).

```
12
Properties=species:S:1:pos:R:3:lowdin_charge:R:1
C 1.185 0.149 -2.792 0.144
C 0.890 0.073 -1.619 0.033
C -0.894 0.463 -0.002 0.048
N 1.516 0.203 -4.134 -0.430
N 0.587 0.078 -0.238 0.039
O 0.825 0.901 -4.815 0.171
O 2.444 -0.445 -4.468 0.185
H -1.403 -0.331 -0.572 0.118
H -1.152 0.326 1.091 0.129
H -1.326 1.414 -0.268 0.107
H 1.484 0.539 0.184 0.254
H 0.632 -0.913 0.083 0.203
```

As for the molecular weight: 101.1 g/mol. Its orbital gap is 10.5 eV. The HOMO energy comes out at -0.563 Ha. The total charge is +1.

=====

Stability verdict: entry a, ahead by 0.1023 hartree

=====

Entry a
Density functional theory data (wB97M-V/def2-TZVPD) for 2 unconnected molecules or ions with the total composition C4H10O.

```
15
Properties=species:S:1:pos:R:3:lowdin_charge:R:1
C 2.250 0.379 0.366 0.060
C -0.976 -1.047 0.919 -0.047
C -0.817 0.040 -1.481 -0.050
C -0.503 0.061 -0.016 -0.409
O -0.882 1.299 0.443 -0.012
H 2.448 -0.497 0.792 -0.081
H 2.170 0.374 -0.789 0.018
H 2.574 1.386 0.712 0.004
H -0.812 -1.943 0.367 0.061
H -1.991 -0.902 1.124 0.054
H -0.223 -0.918 1.826 0.122
H -0.678 0.987 -1.942 0.073
H -0.041 -0.509 -1.941 0.062
H -1.792 -0.288 -1.694 0.070
H -0.725 1.578 1.314 0.073
```

As for the molecular weight: 74.1 g/mol. Its orbital gap (alpha / beta) is 9.2 / 7.7 eV. The HOMO energy (alpha / beta) comes out at -0.308 / -0.264 Ha.

=====

Entry b
Density functional theory data (wB97M-V/def2-TZVPD) for 3 unconnected molecules or ions with the total composition C4H10O.

```
15
Properties=species:S:1:pos:R:3:lowdin_charge:R:1
C -0.594 -0.984 -1.830 -0.078
C -0.858 0.292 -1.570 -0.096
C 0.563 0.241 1.295 -0.357
C 0.926 1.681 1.048 -0.062
O -0.406 -0.111 1.927 -0.011
H -0.492 -2.981 0.853 0.044
H 0.168 -1.278 -2.548 0.050
H -1.132 -1.788 -1.334 0.033
H -0.326 1.100 -2.068 0.050
H -1.621 0.579 -0.849 0.058
H 1.260 -0.510 0.867 0.111
H 1.233 1.824 0.006 0.069
H 0.079 2.327 1.289 0.084
H 1.778 1.953 1.682 0.083
H -0.579 -2.344 1.232 0.022
```

As for the molecular weight: 74.1 g/mol. Its orbital gap is 11.0 eV. The HOMO energy comes out at -0.364 Ha.

=====

Entry c
Density functional theory data (wB97M-V/def2-TZVPD) for a single C4H10O molecule.

```
15
Properties=species:S:1:pos:R:3:lowdin_charge:R:1
C 1.094 -0.664 -1.195 -0.086
C -0.060 0.331 -1.017 -0.184
C -0.900 0.061 0.304 -0.409
C -0.270 0.825 1.501 -0.045
O -1.100 -1.323 0.668 -0.070
H 1.214 -1.338 -0.340 0.061
H 1.998 -0.073 -1.177 0.067
H 1.023 -1.241 -2.112 0.074
H 0.239 1.353 -0.812 0.084
H -0.709 0.377 -1.888 0.101
H -1.956 0.320 0.195 0.132
H -0.926 0.917 2.359 0.076
H 0.686 0.340 1.675 0.079
H -0.109 1.819 1.080 0.068
H -0.224 -1.704 0.761 0.052
```

As for the molecular weight: 74.1 g/mol. Its orbital gap is 11.1 eV. The HOMO energy comes out at -0.369 Ha.

=====

Entry d
Density functional theory data (wB97M-V/def2-TZVPD) for 2 unconnected molecules or ions with the total composition C4H10O.

```
15
Properties=species:S:1:pos:R:3:lowdin_charge:R:1
C 0.243 0.484 -0.274 -0.119
C -0.232 -0.878 0.306 -0.266
C -0.465 -0.767 1.781 -0.200
C -1.304 -1.569 2.431 -0.016
H 1.245 0.648 0.113 0.070
H 0.365 0.318 -1.353 0.054
H -0.382 1.368 -0.207 0.068
H 0.589 -1.584 0.115 0.109
H -1.008 -1.277 -0.345 0.103
H 0.092 -0.045 2.363 0.098
H -1.547 -1.417 3.479 0.046
H -1.893 -2.362 1.985 0.054
H 1.416 3.155 -3.429 0.036
H 1.071 1.656 -3.586 0.043
O 1.811 2.271 -3.378 -0.081
```

As for the molecular weight: 74.1 g/mol. Its orbital gap is 10.4 eV. The HOMO energy comes out at -0.350 Ha.

=====

Stability verdict: entry c, ahead by 0.0165 hartree

=====

Entry a
Density functional theory data (wB97M-V/def2-TZVPD) for 2 unconnected molecules or ions with the total composition C4H10O.

```
15
Properties=species:S:1:pos:R:3:lowdin_charge:R:1
O -2.823 0.483 -0.139 -0.014
C -2.508 -0.395 0.622 -0.158
H -2.472 -0.167 1.694 0.085
H -2.384 -1.419 0.243 0.091
C 1.338 -0.128 0.944 -0.124
C 1.410 0.590 -0.434 -0.296
C 0.195 0.136 -1.247 -0.121
H 1.272 -1.218 0.856 0.071
H 2.107 0.271 1.604 0.065
H 0.347 0.050 1.388 0.052
H 1.413 1.656 -0.249 0.092
H 2.320 0.262 -0.936 0.094
H 0.041 0.768 -2.120 0.074
H -0.708 -0.007 -0.648 0.010
H 0.451 -0.881 -1.578 0.078
```

As for the molecular weight: 74.1 g/mol. Its orbital gap is 11.0 eV. The HOMO energy comes out at -0.379 Ha.

=====

Entry b
Density functional theory data (wB97M-V/def2-TZVPD) for a single C4H10O molecule.

```
15
Properties=species:S:1:pos:R:3:lowdin_charge:R:1
C -2.149 -0.576 -0.136 -0.153
C -1.318 0.625 0.304 -0.298
C 0.118 0.625 -0.302 -0.209
C 1.045 -0.492 0.210 -0.284
H -2.620 -0.380 -1.255 0.115
H -3.082 -0.747 0.550 0.084
H -1.514 -1.590 -0.137 0.096
H -1.250 0.591 1.384 0.091
H -1.849 1.535 0.041 0.095
H 0.033 0.542 -1.408 0.118
H 0.615 1.600 -0.145 0.107
H 0.851 -0.587 1.288 0.113
H 0.808 -1.471 -0.253 0.116
H 2.573 0.739 0.297 0.108
O 2.407 -0.165 -0.102 -0.099
```

As for the molecular weight: 74.1 g/mol. Its orbital gap is 11.3 eV. The HOMO energy comes out at -0.377 Ha.

=====

Stability verdict: entry b, ahead by 0.0176 hartree

=====

Entry a
Density functional theory data (wB97M-V/def2-TZVPD) for 2 unconnected molecules or ions with the total composition C4H10O.

```
15
Properties=species:S:1:pos:R:3:lowdin_charge:R:1
C -0.080 1.233 -1.597 -0.110
C -0.170 0.492 -0.298 -0.184
C -1.213 0.568 0.510 -0.161
C -1.274 -0.182 1.815 -0.107
H -0.997 1.701 -1.971 0.074
H 0.634 2.070 -1.583 0.074
H 0.320 0.559 -2.368 0.071
H 0.643 -0.191 -0.113 0.059
H -2.052 1.188 0.225 0.100
H -2.117 0.108 2.430 0.060
H -1.352 -1.261 1.682 0.072
H -0.398 -0.008 2.439 0.074
H 1.961 -0.844 -0.524 -0.005
H 1.633 -2.346 -0.426 0.039
O 2.338 -1.705 -0.311 -0.057
```

As for the molecular weight: 74.1 g/mol. Its orbital gap is 10.4 eV. The HOMO energy comes out at -0.346 Ha.

=====

Entry b
Density functional theory data (wB97M-V/def2-TZVPD) for a single C4H10O molecule.

```
15
Properties=species:S:1:pos:R:3:lowdin_charge:R:1
C 1.837 -0.080 0.043 -0.111
C 0.648 -0.378 -0.873 -0.207
C -0.629 0.419 -0.521 -0.451
C -1.671 -0.435 0.198 -0.063
O -0.245 1.524 0.287 -0.062
H 1.582 -0.218 1.099 0.075
H 2.165 0.957 -0.077 0.072
H 2.678 -0.739 -0.198 0.071
H 0.937 -0.169 -1.911 0.106
H 0.411 -1.451 -0.833 0.104
H -1.080 0.795 -1.454 0.133
H -1.979 -1.283 -0.423 0.080
H -1.265 -0.820 1.140 0.086
H -2.571 0.150 0.427 0.076
H -1.048 1.987 0.554 0.092
```

As for the molecular weight: 74.1 g/mol. Its orbital gap is 11.1 eV. The HOMO energy comes out at -0.372 Ha.

=====

Entry c
Density functional theory data (wB97M-V/def2-TZVPD) for 2 unconnected molecules or ions with the total composition C4H10O.

```
15
Properties=species:S:1:pos:R:3:lowdin_charge:R:1
C 3.836 -1.737 -3.388 -0.177
O 3.337 -1.224 -2.164 -0.122
H 4.787 -1.250 -3.635 0.074
H 3.981 -2.813 -3.567 0.074
H 3.010 -1.467 -4.063 0.082
H 3.820 -1.569 -1.411 0.070
C -3.407 1.244 1.310 -0.124
C -2.602 0.706 2.483 -0.229
C -1.347 1.106 2.642 -0.032
H -3.003 2.201 0.944 0.072
H -3.385 0.514 0.504 0.067
H -4.418 1.549 1.565 0.060
H -3.130 0.293 3.322 0.084
H -0.735 0.672 3.427 0.044
H -0.745 1.773 2.032 0.057
```

As for the molecular weight: 74.1 g/mol. Its orbital gap is 10.6 eV. The HOMO energy comes out at -0.353 Ha.

=====

Stability verdict: entry b, ahead by 0.0282 hartree

=====

Entry a
Density functional theory data (wB97M-V/def2-TZVPD) for 3 unconnected molecules or ions with the total composition C4H10O.

```
15
Properties=species:S:1:pos:R:3:lowdin_charge:R:1
C 2.109 -0.416 -0.382 -0.088
C 1.130 -1.300 -0.224 -0.099
C -1.240 0.730 0.167 -0.356
C -2.160 -0.414 -0.169 -0.064
O -1.047 1.120 1.295 -0.010
H 1.682 2.381 0.874 0.044
H 2.438 -0.093 -1.367 0.052
H 2.618 0.026 0.469 0.040
H 0.620 -1.747 -1.075 0.049
H 0.800 -1.614 0.763 0.060
H -0.749 1.228 -0.695 0.113
H -1.787 -0.988 -1.022 0.066
H -2.284 -1.057 0.705 0.084
H -3.141 -0.007 -0.446 0.085
H 1.012 2.151 1.108 0.025
```

As for the molecular weight: 74.1 g/mol. Its orbital gap is 11.0 eV. The HOMO energy comes out at -0.363 Ha.

=====

Entry b
Density functional theory data (wB97M-V/def2-TZVPD) for a molecular structure, C4H10O.

```
15
Properties=species:S:1:pos:R:3:lowdin_charge:R:1
C 0.389 1.306 -1.335 -0.068
C 0.567 0.721 0.037 -0.132
C -0.405 -0.147 0.558 -0.132
C -0.292 -0.609 1.967 -0.052
H 1.390 1.526 -1.712 0.082
H -0.091 0.541 -1.953 0.060
H -0.154 2.249 -1.272 0.090
H 1.113 1.270 0.796 0.141
H -1.187 -0.490 -0.132 0.104
H -0.795 -1.556 2.146 0.088
H 0.738 -0.893 2.217 0.093
H -0.512 0.165 2.701 0.094
H 0.604 -0.534 -0.184 0.196
H -0.810 -2.103 -2.240 -0.106
O -0.555 -1.445 -1.595 -0.459
```

As for the molecular weight: 74.1 g/mol. Its orbital gap is 7.4 eV. The HOMO energy comes out at -0.278 Ha.

=====

Entry c
Density functional theory data (wB97M-V/def2-TZVPD) for 2 unconnected molecules or ions with the total composition C4H10O.

```
15
Properties=species:S:1:pos:R:3:lowdin_charge:R:1
C 1.952 1.170 -0.079 0.001
C 0.942 0.354 -0.373 -0.264
O -0.343 0.773 -0.400 -0.107
C -1.360 -0.203 -0.581 -0.263
C -2.428 0.021 0.474 -0.075
H 2.937 -1.368 0.829 0.014
H 1.781 2.216 0.158 0.060
H 2.968 0.794 -0.100 0.030
H 3.264 -1.966 0.530 0.042
H 1.088 -0.703 -0.607 0.094
H -0.939 -1.214 -0.498 0.112
H -1.773 -0.099 -1.593 0.120
H -3.286 -0.642 0.314 0.077
H -2.772 1.058 0.429 0.078
H -2.020 -0.161 1.473 0.080
```

As for the molecular weight: 74.1 g/mol. Its orbital gap is 9.9 eV. The HOMO energy comes out at -0.320 Ha.

=====

Stability verdict: entry c, ahead by 0.0102 hartree

=====

Entry a
Density functional theory data (wB97M-V/def2-TZVPD) for a single C4H10O molecule.

```
15
Properties=species:S:1:pos:R:3:lowdin_charge:R:1
C 1.869 -0.439 -0.708 -0.115
O 0.934 -0.497 0.341 -0.178
C -0.203 0.338 0.179 -0.480
C -1.187 -0.282 -0.810 -0.055
C -0.822 0.490 1.561 -0.052
H 2.332 -1.426 -0.800 0.089
H 2.656 0.302 -0.505 0.088
H 1.406 -0.190 -1.672 0.079
H 0.115 1.327 -0.193 0.142
H -1.582 -1.219 -0.401 0.087
H -0.707 -0.507 -1.768 0.067
H -2.024 0.396 -1.008 0.082
H -1.807 0.966 1.500 0.080
H -0.183 1.087 2.217 0.079
H -0.943 -0.502 2.009 0.086
```

As for the molecular weight: 74.1 g/mol. Its orbital gap is 10.8 eV. The HOMO energy comes out at -0.356 Ha.

=====

Entry b
Density functional theory data (wB97M-V/def2-TZVPD) for a molecular structure, C4H10O.

```
15
Properties=species:S:1:pos:R:3:lowdin_charge:R:1
C 1.895 -0.025 -0.341 -0.099
C 0.761 -0.811 -0.236 -0.161
C -0.782 0.509 -0.218 -0.465
C -1.943 -0.460 -0.302 -0.069
O -0.669 1.242 0.806 -0.113
H 1.523 1.410 0.415 0.089
H 2.170 0.384 -1.312 0.080
H 2.695 -0.045 0.392 0.066
H 0.374 -1.279 -1.135 0.084
H 0.605 -1.361 0.691 0.097
H -0.509 0.956 -1.196 0.126
H -1.866 -1.098 -1.188 0.075
H -2.028 -1.074 0.597 0.086
H -2.856 0.140 -0.394 0.084
H 0.754 1.576 0.736 0.120
```

As for the molecular weight: 74.1 g/mol. Its orbital gap is 9.2 eV. The HOMO energy comes out at -0.322 Ha.

=====

Stability verdict: entry a, ahead by 0.1368 hartree